1.
C3H7N2O | the ωB97M-V functional and the def2-TZVPD basis

```
! wB97M-V def2-TZVPD RIJCOSX def2/J DEFGRID3
* xyz 1 1
C 1.80 -0.84 0.38
C 1.33 -0.50 -0.85
N 0.19 0.25 -0.64
C -0.10 0.21 0.65
N 0.81 -0.53 1.28
H 2.66 -1.48 0.57
H 1.96 -0.50 -1.72
H -0.43 0.82 -1.21
H -1.08 0.39 1.06
H 0.97 -0.46 2.28
H -3.00 0.18 -0.33
H -3.65 1.24 -1.18
O -2.86 1.09 -0.64
*
```

Computed properties:
highest occupied orbital energy: -14.9 eV
orbital gap: 11.224 eV
E_tot: -8245.647 eV
LUMO: -3.66 eV

=====

2.
C3H6N4O | the ωB97M-V functional and the def2-TZVPD basis

```
! wB97M-V def2-TZVPD RIJCOSX def2/J DEFGRID3
* xyz 0 1
N 0.80 1.53 1.76
C 0.35 0.68 0.73
C 0.53 0.82 -0.64
N -0.03 -0.26 -1.23
N -0.05 -0.58 -2.56
N -0.59 -1.09 -0.37
C -0.36 -0.55 0.80
O -0.87 -1.05 1.96
H -0.04 1.88 2.23
H 1.28 0.99 2.47
H 1.08 1.51 -1.26
H 0.33 -1.50 -2.70
H -1.02 -0.52 -2.92
H -1.40 -1.85 1.73
*
```

Computed properties:
highest occupied orbital energy: -8.6 eV
orbital gap: 9.470 eV
SMILES: Nc1cn(N)nc1O
E_tot: -11214.726 eV
LUMO: 0.85 eV

=====

3.
C20H54Cl2N23O13 | the ωB97M-V functional and the def2-TZVPD basis

```
! wB97M-V def2-TZVPD RIJCOSX def2/J DEFGRID3
* xyz 1 1
C -2.12 2.52 -2.24
C -1.21 1.30 -2.21
Cl -1.36 0.32 -3.70
C -1.33 0.45 -0.89
Cl -2.86 0.69 -0.02
C -0.99 -1.01 -1.07
C 0.34 -1.33 -0.94
N 0.78 -2.57 -1.12
C -0.06 -3.56 -1.41
C -1.40 -3.34 -1.54
C -1.87 -2.05 -1.38
C -3.37 -1.85 -1.49
O -4.07 -2.22 -0.59
O -3.90 -1.28 -2.58
H -2.19 2.99 -1.25
H -3.09 2.30 -2.67
H -1.65 3.24 -2.88
H -0.19 1.69 -2.21
H -0.55 0.87 -0.25
H 1.07 -0.57 -0.72
H 1.79 -2.74 -1.02
H 0.37 -4.55 -1.54
H -2.05 -4.17 -1.76
H -3.53 -1.67 -3.39
C -0.74 -3.82 2.40
O 0.27 -3.79 1.68
N -1.94 -3.33 1.98
N -0.70 -4.34 3.64
H -2.76 -3.35 2.55
H -1.99 -2.94 1.06
H 0.17 -4.72 3.98
H -1.50 -4.38 4.24
C -5.19 1.20 3.71
O -4.93 2.37 3.85
N -4.71 0.48 2.63
N -5.96 0.49 4.58
H -4.90 -0.49 2.48
H -4.14 0.98 1.97
H -6.33 0.99 5.37
H -6.19 -0.48 4.48
C -2.27 3.34 -6.13
O -1.89 3.42 -4.96
N -2.14 4.36 -7.00
N -2.84 2.20 -6.61
H -2.45 4.32 -7.96
H -1.73 5.21 -6.67
H -2.95 1.43 -5.98
H -3.16 2.10 -7.55
C 3.60 -2.36 1.48
O 3.34 -2.30 0.27
N 2.71 -2.81 2.38
N 4.81 -1.99 1.97
H 2.90 -2.88 3.36
H 1.80 -3.11 2.03
H 5.50 -1.65 1.32
H 5.04 -2.04 2.95
C 3.27 2.69 -3.78
O 3.40 1.62 -4.35
N 4.32 3.37 -3.24
N 2.04 3.28 -3.62
H 4.25 4.24 -2.76
H 5.23 2.95 -3.36
H 1.26 2.80 -4.02
H 1.89 4.15 -3.15
C 8.24 3.32 -4.32
O 8.65 3.39 -3.18
N 8.37 4.34 -5.21
N 7.60 2.20 -4.79
H 8.04 4.30 -6.16
H 8.84 5.17 -4.89
H 7.50 1.44 -4.16
H 7.24 2.12 -5.73
C 0.96 -6.72 6.06
O 1.02 -6.32 4.90
N 0.74 -5.90 7.12
N 1.09 -8.05 6.35
H 0.68 -6.22 8.06
H 0.63 -4.92 6.94
H 1.25 -8.68 5.59
H 1.05 -8.41 7.28
C -0.32 -3.17 9.54
O -0.23 -4.22 8.90
N 0.77 -2.50 10.00
N -1.53 -2.61 9.83
H 0.71 -1.65 10.52
H 1.67 -2.89 9.80
H -2.35 -3.09 9.51
H -1.63 -1.76 10.35
C 8.26 -0.41 0.08
O 8.80 -0.27 1.16
N 8.22 0.56 -0.86
N 7.62 -1.59 -0.25
H 7.78 0.46 -1.75
H 8.68 1.43 -0.65
H 7.64 -2.32 0.43
H 7.16 -1.74 -1.13
C -3.03 7.65 -5.27
O -2.40 7.71 -6.31
N -4.02 8.54 -4.96
N -2.79 6.68 -4.34
H -4.55 8.50 -4.11
H -4.22 9.26 -5.63
H -2.07 6.02 -4.54
H -3.29 6.60 -3.47
C -7.66 0.47 0.14
O -8.73 0.71 -0.38
N -7.08 1.30 1.06
N -6.94 -0.66 -0.16
H -6.20 1.11 1.51
H -7.58 2.13 1.30
H -7.34 -1.29 -0.83
H -6.05 -0.88 0.25
*
```

Computed properties:
highest occupied orbital energy: -11.2 eV
orbital gap: 7.344 eV
E_tot: -107557.651 eV
LUMO: -3.84 eV

=====

4.
C22H28O4S | the ωB97M-V functional and the def2-TZVPD basis

```
! wB97M-V def2-TZVPD RIJCOSX def2/J DEFGRID3
* xyz 0 1
C 5.63 2.65 0.35
C 4.17 2.49 0.11
C 3.32 3.27 -0.60
C 1.99 2.81 -0.61
C 1.81 1.66 0.08
C 0.56 0.86 0.35
C 0.85 -0.65 0.30
C 1.11 -1.15 -1.11
O 1.36 -0.39 -2.01
C 1.09 -2.64 -1.31
C 0.92 -3.50 -0.06
C 0.55 -4.92 -0.49
C 2.23 -3.59 0.74
C -0.22 -2.93 0.79
C -0.21 -1.45 1.03
O -0.99 -0.92 1.79
C -0.58 1.29 -0.61
C -1.63 0.25 -0.93
O -1.41 -0.93 -1.09
C -2.99 0.86 -1.12
C -3.52 1.47 0.20
C -4.13 0.36 1.06
C -4.57 2.53 -0.13
C -2.34 2.12 0.96
C -1.28 2.51 -0.03
O -1.04 3.65 -0.35
S 3.32 1.13 0.78
H 6.18 1.80 -0.06
H 5.98 3.56 -0.14
H 5.84 2.71 1.41
H 3.64 4.17 -1.10
H 1.20 3.34 -1.11
H 0.24 1.07 1.38
H 1.78 -0.81 0.86
H 0.25 -2.82 -1.99
H 1.99 -2.92 -1.86
H -0.38 -4.92 -1.05
H 1.33 -5.35 -1.11
H 0.42 -5.56 0.39
H 3.00 -4.05 0.13
H 2.09 -4.20 1.63
H 2.60 -2.62 1.06
H -1.17 -3.13 0.29
H -0.27 -3.43 1.76
H -0.12 1.54 -1.57
H -2.90 1.65 -1.87
H -3.69 0.10 -1.49
H -4.99 -0.09 0.56
H -4.47 0.77 2.01
H -3.40 -0.41 1.26
H -5.03 2.90 0.78
H -5.35 2.11 -0.77
H -4.11 3.37 -0.65
H -2.69 2.99 1.52
H -1.93 1.39 1.65
*
```

Computed properties:
highest occupied orbital energy: -8.2 eV
orbital gap: 8.847 eV
SMILES: Cc1ccc(C(C2C(=O)CC(C)(C)CC2=O)C2C(=O)CC(C)(C)CC2=O)s1
E_tot: -42294.441 eV
LUMO: 0.63 eV